Record 1
The following is a quantum chemistry calculation of 2 unconnected molecules or ions with the total composition C16H24N3 at a distorted geometry, from the OMol25 dataset.

XYZ file:
```
43
Properties=species:S:1:pos:R:3:forces:R:3:lowdin_charge:R:1
C 0.736 -3.444 -1.288 -0.81 -0.33 0.06 0.010
N 1.985 -2.685 -1.271 -0.02 2.65 -0.09 -0.191
C 3.240 -3.434 -1.297 0.80 -0.34 0.04 0.002
C 1.981 -1.378 -1.257 -0.22 -1.68 0.01 0.189
H 0.989 -4.509 -1.296 -0.24 0.33 0.00 0.098
H 0.132 -3.211 -0.398 0.32 0.00 -0.24 0.109
H 0.148 -3.198 -2.185 0.30 -0.06 0.29 0.119
H 2.998 -4.500 -1.302 0.23 0.32 0.00 0.099
H 3.820 -3.184 -2.196 -0.29 -0.08 0.25 0.117
H 3.849 -3.199 -0.413 -0.30 -0.07 -0.24 0.115
H 2.929 -0.834 -1.284 -0.29 -0.27 0.12 0.130
H 1.033 -0.831 -1.252 0.28 -0.27 0.09 0.113
C -2.096 -0.823 1.220 -0.58 -0.96 0.08 -0.069
C -2.003 0.317 0.265 -0.16 0.64 -0.34 -0.207
C -0.980 1.267 0.367 -0.66 0.13 -0.66 -0.162
N -0.024 1.072 1.374 1.32 -0.53 1.54 -0.043
C 0.548 -0.155 1.642 1.29 0.45 -0.84 -0.021
N 1.482 0.127 2.580 -0.87 1.05 -0.12 -0.175
C 2.410 -0.806 3.150 0.44 -0.53 0.44 -0.055
C 1.428 1.469 2.982 0.09 -0.57 -0.17 -0.040
C 0.489 2.056 2.228 -0.34 -0.23 -0.26 -0.042
C -0.875 2.367 -0.501 -0.50 -0.68 -0.22 -0.197
C 0.267 3.331 -0.454 0.18 0.69 -0.30 -0.047
C -1.855 2.502 -1.492 0.06 -0.18 0.32 -0.003
C -2.906 1.587 -1.610 0.18 -0.06 0.23 -0.264
C -3.946 1.777 -2.673 -0.18 0.03 -0.16 -0.052
C -2.971 0.501 -0.727 0.30 0.24 -0.14 0.002
H -2.994 -1.408 0.975 0.18 0.12 0.15 0.081
H -1.212 -1.480 1.158 -0.63 0.35 0.13 0.034
H -2.197 -0.491 2.265 0.17 -0.06 -0.32 0.100
H 2.329 -1.771 2.637 -0.05 0.33 0.14 0.080
H 3.437 -0.426 3.061 -0.25 -0.12 -0.06 0.093
H 2.201 -0.947 4.219 0.03 -0.07 -0.24 0.097
H 2.054 1.855 3.761 0.07 0.11 0.12 0.121
H 0.114 3.060 2.238 0.00 0.03 0.09 0.118
H 0.162 4.022 -1.302 0.14 -0.15 0.25 0.084
H 0.276 3.945 0.455 0.07 -0.15 -0.35 0.071
H 1.247 2.841 -0.550 -0.25 0.05 0.17 0.090
H -1.786 3.350 -2.181 -0.08 -0.31 0.20 0.125
H -4.700 0.990 -2.614 0.03 0.12 -0.08 0.076
H -4.448 2.746 -2.563 0.07 -0.18 -0.02 0.089
H -3.499 1.753 -3.674 -0.09 0.00 0.16 0.086
H -3.791 -0.218 -0.799 0.22 0.26 -0.03 0.119
```
Forces are in eV/Å.

Results
Energy above the lowest of the compared OMol25 structures with the same formula, charge and spin ... 304.7 kJ/mol
Net charge ... +1

Record 2
The following is a quantum chemistry calculation of a molecular structure, C16H24N3O6PS at a distorted geometry, from the OMol25 dataset.

XYZ file:
```
51
Properties=species:S:1:pos:R:3:forces:R:3:lowdin_charge:R:1
N 4.416 -2.213 0.391 -0.32 1.11 -0.03 0.140
C 4.328 -1.479 -0.818 -0.02 0.50 -0.17 -0.511
O 3.884 -1.946 -1.845 0.08 0.11 0.64 0.060
C 4.814 0.003 -0.744 0.25 -0.87 0.40 -0.091
C 3.618 1.024 -0.660 0.11 -0.53 0.03 -0.112
C 2.346 0.350 -0.161 0.04 0.35 0.54 -0.192
C 1.312 -0.032 -0.959 -0.59 -0.47 0.38 0.017
C 0.096 -0.734 -0.441 1.04 0.57 -0.27 0.016
C -0.064 -1.025 0.882 0.31 0.29 -0.26 -0.221
C -1.254 -1.770 1.466 0.14 -0.50 -0.07 -0.175
P -2.714 -0.708 1.805 -1.09 1.24 0.91 0.481
O -2.396 0.624 2.321 0.43 -0.14 -0.06 -0.270
O -3.679 -0.538 0.494 1.20 -1.14 0.46 -0.129
O -3.635 -1.491 2.911 1.00 -0.30 -1.20 -0.135
C 1.011 -0.599 1.753 1.28 0.67 0.30 -0.291
N 1.083 -0.759 3.066 -0.45 -0.20 0.39 -0.241
S 2.445 -0.109 3.636 -0.06 -0.02 -1.24 1.006
N 3.095 0.404 2.210 -0.46 -0.23 0.53 -0.217
C 2.220 0.093 1.269 -1.15 -0.47 -0.93 -0.319
H 4.761 -1.603 1.130 -0.03 -0.22 -0.11 0.069
H 3.500 -2.535 0.699 0.21 -0.52 -0.40 0.098
H 5.464 0.151 -1.622 -0.37 0.23 0.34 0.116
H 5.417 0.118 0.175 -0.10 -0.01 -0.51 0.103
H 3.478 1.504 -1.641 -0.15 -0.22 0.43 0.120
H 3.905 1.781 0.089 -0.14 -0.13 -0.48 0.111
H 1.439 0.170 -2.029 -0.53 -0.30 0.41 0.109
H -0.684 -1.029 -1.151 0.43 0.18 0.07 0.105
H -0.931 -2.178 2.447 -0.33 0.30 -0.35 0.098
H -1.502 -2.650 0.840 -0.02 0.46 0.19 0.109
H -3.261 -0.973 -0.265 -0.35 0.16 -0.08 0.067
H -3.341 -2.411 2.996 -0.33 0.12 0.11 0.071
C -4.406 3.237 2.812 -0.31 0.16 -0.11 -0.029
C -4.236 4.733 2.853 -0.23 0.02 -0.02 -0.508
O -5.163 5.484 2.646 0.09 0.02 0.01 0.057
C -2.855 5.258 3.164 -0.10 0.31 -0.03 -0.027
H -5.443 2.999 2.578 0.02 0.06 0.02 0.082
H -3.765 2.808 2.041 0.15 -0.14 0.23 0.069
H -4.157 2.806 3.782 0.22 -0.11 -0.12 0.088
H -2.148 4.917 2.407 0.07 -0.15 0.14 0.084
H -2.539 4.914 4.151 0.12 -0.14 -0.10 0.083
H -2.874 6.347 3.162 -0.03 -0.04 0.00 0.078
C 0.572 -3.068 -4.040 0.07 0.18 0.30 -0.013
C -0.115 -1.786 -4.436 0.07 0.05 0.06 -0.493
O -0.029 -0.789 -3.753 -0.11 -0.03 -0.03 0.055
C -0.912 -1.794 -5.716 -0.06 0.33 0.07 -0.022
H 1.107 -2.918 -3.103 0.03 0.02 -0.06 0.075
H -0.168 -3.859 -3.900 0.05 -0.08 -0.20 0.086
H 1.288 -3.360 -4.809 -0.11 -0.14 -0.04 0.090
H -1.717 -2.529 -5.649 0.11 -0.12 -0.12 0.085
H -0.261 -2.030 -6.559 -0.08 -0.18 0.00 0.087
H -1.349 -0.810 -5.876 0.03 -0.03 0.02 0.082
```
Forces are in eV/Å.

Results
Energy above the lowest of the compared OMol25 structures with the same formula, charge and spin ... 0.0 kJ/mol

Record 3
The following is a quantum chemistry calculation of a molecular structure, C16H24N4O4S at a distorted geometry, from the OMol25 dataset.

XYZ file:
```
49
Properties=species:S:1:pos:R:3:forces:R:3:lowdin_charge:R:1
C -1.663 3.816 -2.456 -2.54 2.61 -5.53 -0.109
H -1.562 4.544 -1.686 -0.05 -0.17 1.22 0.073
O -1.409 2.494 -2.290 3.09 1.56 -2.28 -0.026
C -1.844 1.794 -1.312 2.84 -3.07 -1.92 -0.335
C -1.254 0.570 -1.318 -9.63 -1.57 11.67 0.160
C -1.731 -0.408 -0.140 -0.27 4.21 -1.58 -0.054
C -2.691 0.035 0.822 2.28 4.06 -7.66 0.065
C -3.347 1.247 0.430 2.32 -2.10 1.85 -0.151
C -2.817 2.111 -0.512 -5.43 4.08 3.96 -0.121
O -3.353 3.491 -0.484 -2.22 -3.66 2.67 -0.024
H -4.124 3.303 0.257 2.57 1.26 -2.58 0.176
O -4.329 1.687 1.235 3.28 6.74 -8.54 -0.070
C -4.784 1.186 2.227 -4.82 -10.13 10.78 -0.279
H -5.453 0.110 1.996 1.82 2.08 0.31 0.152
H -5.615 1.676 2.716 0.27 1.06 0.01 0.076
H -4.043 0.725 3.203 -1.45 1.69 -2.86 0.174
H -3.149 -0.530 1.458 -2.13 -3.52 3.96 0.034
C -1.223 -1.746 0.059 -6.92 3.76 2.75 -0.208
N -0.343 -2.114 -0.612 9.12 -5.40 -3.79 0.075
N 0.281 -3.390 -0.237 2.26 3.18 -3.45 0.044
C 1.530 -3.854 -0.823 -10.48 -5.51 7.60 -0.964
N 2.427 -3.245 -1.261 4.18 13.73 -5.43 -0.016
H 3.185 -3.689 -1.528 4.55 -2.65 -1.22 0.055
C 2.377 -1.811 -1.723 -2.94 0.48 -6.29 -0.158
H 1.220 -1.479 -1.953 3.02 -0.76 1.54 0.148
C 3.338 -0.801 -1.226 4.79 -1.76 3.47 -0.255
N 3.215 -0.148 0.054 -3.24 -3.07 2.90 -0.169
C 1.862 0.576 0.065 7.94 5.63 1.67 -0.084
H 2.246 1.373 -0.610 -2.03 -0.35 -0.77 0.128
C 2.009 1.436 1.504 -3.33 -2.34 -5.27 -0.177
H 1.068 1.994 1.465 0.56 0.70 0.71 0.127
O 1.885 0.455 2.368 -2.50 -1.63 5.37 -0.132
C 2.842 -0.497 2.494 4.41 2.98 -4.23 -0.204
H 2.805 -1.095 3.269 -1.89 -3.30 3.85 0.060
C 2.975 -1.225 1.138 -3.41 1.31 -0.46 -0.120
H 3.560 -2.084 1.191 2.13 -1.01 -0.27 0.083
H 1.914 -1.786 0.875 2.05 1.58 0.90 0.153
H 3.868 0.005 2.878 -1.42 -0.54 -1.64 0.171
H 2.926 1.895 1.575 2.00 1.72 -0.23 0.097
H 1.026 0.016 0.050 -2.83 -1.61 -0.59 0.037
H 3.621 0.122 -1.731 -0.10 -0.99 -1.86 0.112
H 4.410 -1.550 -0.870 -2.54 2.17 -1.98 0.202
H 2.655 -1.789 -2.952 -0.36 -0.65 3.04 0.170
S 1.994 -5.309 -0.266 -0.36 -3.99 0.89 0.615
H -0.237 -4.127 0.127 -1.29 -1.46 0.71 0.062
H -1.916 -2.303 0.611 -0.32 -1.47 1.81 0.127
H -0.569 0.244 -1.807 7.98 -3.32 -6.34 0.001
H -1.004 4.298 -3.350 -1.22 -1.70 1.96 0.135
H -2.776 3.776 -2.919 2.27 1.16 1.17 0.144
```
Forces are in eV/Å.

Results
Energy above the lowest of the compared OMol25 structures with the same formula, charge and spin ... 1815.0 kJ/mol

Record 4
The following is a quantum chemistry calculation of a molecular structure, C16H24N6O9Os, from the OMol25 dataset.

XYZ file:
```
56
Properties=species:S:1:pos:R:3:forces:R:3:lowdin_charge:R:1
Os 0.300 -1.156 0.648 0.41 0.54 0.23 1.699
N 1.920 -2.556 0.620 -0.13 -0.02 0.07 -0.060
C 1.421 -3.891 1.028 0.06 -0.03 0.01 -0.169
C 0.682 -3.664 2.327 0.11 0.21 -0.08 -0.126
N -0.287 -2.521 2.167 -0.34 -0.19 0.08 -0.145
C -1.713 -2.970 2.021 0.08 0.17 -0.11 -0.129
C -2.048 -3.011 0.545 -0.04 0.01 0.05 -0.157
N -1.685 -1.664 0.052 0.11 -0.08 0.23 -0.057
H 2.445 -2.582 -0.250 -0.07 -0.20 -0.06 0.125
H 2.556 -2.204 1.340 0.02 0.08 -0.04 0.121
H 2.238 -4.598 1.173 0.01 0.00 0.00 0.141
H 0.777 -4.267 0.235 -0.01 -0.03 0.00 0.118
H 1.393 -3.378 3.102 -0.01 0.02 0.00 0.143
H 0.158 -4.551 2.673 -0.01 -0.05 -0.05 0.136
H -0.231 -1.992 3.038 0.01 0.03 -0.09 0.140
H -2.344 -2.226 2.512 0.01 0.01 0.01 0.142
H -1.866 -3.918 2.529 -0.02 -0.07 -0.06 0.136
H -3.103 -3.227 0.384 -0.02 0.02 0.00 0.142
H -1.456 -3.748 0.004 -0.02 -0.03 -0.01 0.121
H -2.251 -0.957 0.527 0.04 0.11 -0.05 0.117
H -1.846 -1.521 -0.941 0.06 -0.27 -0.06 0.125
O 1.861 0.599 3.963 -0.02 0.01 -0.04 0.175
C 1.316 0.620 2.903 0.09 -0.07 -0.33 -0.472
O 1.439 -0.468 2.068 -0.20 -0.18 0.45 -0.237
C 0.549 1.774 2.368 -0.01 -0.02 0.10 -0.047
C 0.822 3.038 2.871 0.06 -0.02 0.01 0.111
C 0.159 4.130 2.350 -0.01 0.04 -0.02 -0.097
C -0.728 4.011 1.301 0.05 0.03 -0.06 0.108
C -0.992 2.749 0.805 -0.01 -0.09 -0.01 -0.041
C -0.437 1.595 1.392 -0.07 -0.02 -0.21 -0.252
O -0.908 0.397 1.084 -0.07 -0.15 0.24 -0.239
N -1.770 2.663 -0.440 0.21 0.30 -0.11 -0.310
O -1.671 1.639 -1.122 0.01 -0.01 0.13 0.024
O -2.368 3.646 -0.800 -0.09 -0.23 0.13 0.140
N 0.448 5.476 2.889 -0.02 0.08 0.08 -0.346
O -0.110 6.409 2.353 0.08 -0.11 0.05 0.111
O 1.213 5.536 3.825 -0.08 0.00 -0.14 0.118
H 1.549 3.162 3.662 0.00 0.01 0.01 0.151
H -1.179 4.889 0.862 -0.02 0.02 0.01 0.144
O 0.404 -1.723 -1.408 -0.02 0.27 -0.15 -0.083
C 0.844 -0.574 -1.736 0.02 -0.32 -0.20 -0.547
O 1.103 0.221 -0.806 -0.17 0.19 0.07 -0.025
C 1.042 -0.177 -3.183 -0.05 0.00 0.06 -0.121
N 1.206 1.328 -3.207 -0.03 0.10 0.00 0.126
C 0.178 1.892 -4.179 0.04 -0.08 -0.01 -0.062
C -0.930 0.857 -4.128 -0.04 0.02 -0.03 -0.129
C -0.159 -0.464 -4.100 0.03 0.02 0.01 -0.085
H 1.957 -0.646 -3.543 0.04 0.01 0.01 0.179
H 2.154 1.611 -3.451 0.01 0.00 -0.01 0.194
H 1.026 1.679 -2.257 0.03 -0.02 -0.03 0.163
H 0.659 1.931 -5.155 -0.01 0.02 -0.01 0.144
H -0.089 2.895 -3.859 -0.04 0.00 0.02 0.144
H -1.582 0.939 -4.994 0.01 -0.02 -0.01 0.139
H -1.534 1.000 -3.230 0.04 -0.02 -0.08 0.096
H 0.206 -0.720 -5.094 0.00 0.00 -0.01 0.136
H -0.734 -1.312 -3.735 -0.02 0.01 0.01 0.127
```
Forces are in eV/Å.

Results
Net charge ... +2

The records above yield Kohn-Sham gap values of 6.33 8.16 7.87 7.58 eV, respectively.
The records above yield molar mass values of 258.4 417.4 368.5 634.6 g/mol, respectively.